(1)
A cluster of 10 separate species, C39H67FN8O5S in total, computed with the ωB97M-V functional and the def2-TZVPD basis.

As for the SMILES: O=C1OC[C@@H](F)O1.O=S1(=O)CCCC1.CCCC#N.CCCC#N.CCCC#N.CCCC#N.CCCC#N.CCCC#N.CCCC#N.CCCC#N. As for the HOMO energy: -10.02 eV. The value obtained for the LUMO energy is 0.49 eV. Its molecular weight is 779.08 Da. The energy relative to the best compared isomer or geometry (same formula, charge and spin) is 18.75 kcal/mol.

```
! wB97M-V def2-TZVPD RIJCOSX def2/J DEFGRID3
* xyz 0 1
O 5.29979 -23.91813 3.38923
C 4.89761 -23.64642 2.30724
O 3.71731 -23.82378 1.84261
C 3.56900 -23.47188 0.47640
C 4.90661 -22.83481 0.19393
F 4.59429 -21.42683 0.10830
O 5.66837 -22.94916 1.35075
H 3.38473 -24.38207 -0.12859
H 2.70863 -22.75865 0.37396
H 5.57182 -23.18572 -0.60046
O 9.52337 -24.30058 1.85203
S 9.82446 -23.67667 3.13388
O 10.58482 -24.40070 4.10478
C 10.61775 -22.05763 2.85937
C 9.67178 -21.00585 3.42164
C 8.21136 -21.64085 3.38907
C 8.34423 -23.07305 3.89727
H 10.80851 -21.94554 1.79137
H 11.53858 -22.18997 3.38792
H 9.88033 -20.93251 4.45484
H 9.75703 -20.03222 2.99396
H 7.80785 -21.63112 2.35150
H 7.39515 -21.07279 3.92339
H 7.47864 -23.76529 3.83371
H 8.63320 -22.91807 4.94158
C 2.79121 -20.81447 -4.51351
C 3.39386 -19.48083 -3.92557
C 4.79909 -19.27543 -4.15233
C 5.53571 -20.52282 -3.70724
N 5.88014 -21.55620 -3.42871
H 2.83127 -20.66518 -5.60640
H 1.76089 -21.07299 -4.28871
H 3.37718 -21.73840 -4.29083
H 3.19699 -19.36992 -2.89918
H 2.85050 -18.60028 -4.39812
H 5.13303 -18.42533 -3.59766
H 5.09485 -19.06096 -5.15758
C 1.23636 -19.84525 4.53984
C 1.87160 -21.19832 4.60719
C 2.77391 -21.45245 3.37804
C 4.02714 -20.70083 3.45353
N 5.01062 -20.15720 3.64033
H 2.05475 -19.11325 4.64044
H 0.55377 -19.56533 5.39848
H 0.67398 -19.62041 3.61794
H 1.20004 -22.05477 4.52736
H 2.34237 -21.29420 5.53334
H 2.22793 -21.23024 2.50316
H 2.98502 -22.49037 3.31519
C 9.22441 -29.59111 -0.45172
C 7.92027 -28.87590 -0.19071
C 8.15709 -27.39527 0.23214
C 7.05553 -26.44159 0.17019
N 6.26379 -25.63726 0.09680
H 9.73091 -29.29472 -1.40841
H 9.04727 -30.65223 -0.45546
H 9.98302 -29.50265 0.33251
H 7.36445 -29.50863 0.49481
H 7.34195 -28.89497 -1.15742
H 8.92495 -26.93462 -0.37273
H 8.55310 -27.36513 1.23048
C 2.40284 -27.50552 0.15191
C 2.73127 -28.06946 1.53677
C 3.29197 -26.96601 2.40031
C 2.16128 -26.15889 2.92207
N 1.21295 -25.58305 3.25160
H 1.63912 -26.73191 0.18529
H 2.04247 -28.29049 -0.53488
H 3.30715 -27.05006 -0.25443
H 3.40204 -28.91133 1.38448
H 1.76542 -28.50630 1.97983
H 3.97501 -26.28371 1.85809
H 3.85283 -27.29505 3.29811
C 1.98841 -27.56607 -3.67501
C 2.84823 -26.98280 -4.84299
C 4.30308 -26.55692 -4.36148
C 4.22573 -25.61719 -3.25651
N 4.19197 -24.86978 -2.39612
H 2.13781 -26.83219 -2.77294
H 2.30469 -28.58985 -3.48523
H 0.92154 -27.51377 -3.96450
H 2.40809 -26.11128 -5.32069
H 2.93751 -27.73950 -5.60100
H 4.88839 -26.12248 -5.16540
H 4.87064 -27.42442 -4.00741
C 7.02730 -19.20368 -0.49675
C 6.53862 -18.97976 0.92245
C 5.64102 -17.78635 1.21258
C 4.69230 -17.46507 0.14274
N 3.98323 -17.27123 -0.72936
H 7.46181 -20.20754 -0.62611
H 7.91913 -18.53859 -0.67391
H 6.22103 -19.06570 -1.24370
H 7.41261 -18.85123 1.51871
H 6.08055 -19.84445 1.26938
H 6.12659 -16.85894 1.43651
H 5.16775 -17.96577 2.13124
C -0.60076 -24.63714 0.64792
C -1.44957 -23.70722 1.49635
C -1.64354 -22.34138 0.88728
C -0.30253 -21.65878 0.62410
N 0.72622 -21.14415 0.44699
H 0.41784 -24.37853 0.62993
H -0.94327 -24.67241 -0.34505
H -0.65788 -25.62954 1.08043
H -1.00529 -23.52147 2.49214
H -2.39167 -24.21268 1.61856
H -2.26669 -21.74586 1.58261
H -2.14385 -22.37846 -0.08833
C 9.74279 -21.99783 -3.35166
C 9.56407 -22.85837 -2.09553
C 8.45147 -23.87005 -2.24009
C 8.88788 -25.02274 -2.96226
N 9.10249 -26.04051 -3.45491
H 8.82113 -21.37017 -3.60835
H 9.85523 -22.60995 -4.30203
H 10.65971 -21.33606 -3.23336
H 9.29237 -22.16200 -1.27923
H 10.45532 -23.37193 -1.70813
H 7.54261 -23.41379 -2.69675
H 8.06276 -24.23783 -1.29475
*
```

(2)
A cluster of 6 separate species, C39H67NO19S2 in total, computed with the ωB97M-V functional and the def2-TZVPD basis.

As for the SMILES: COCCCCC1=CC(=O)C(CCCSC(=S)N2CCOCC2)=CC1=O.CCOC(=O)OC.CCOC(=O)OC.CCOC(=O)OC.CCOC(=O)OC.CCOC(=O)OC. As for the HOMO energy: -8.51 eV. The value obtained for the LUMO energy is -1.09 eV. Its molecular weight is 918.09 Da.

```
! wB97M-V def2-TZVPD RIJCOSX def2/J DEFGRID3
* xyz 0 1
C 1.90329 -0.57850 3.91331
O 2.47301 0.66295 3.54582
C 1.99158 1.16413 2.32015
C 2.38551 0.31468 1.09394
C 1.21534 -0.50484 0.54739
C 0.33058 0.25789 -0.46894
C 0.54954 -0.18528 -1.88888
C -0.45219 -0.36984 -2.75922
C -0.17916 -0.85332 -4.12341
O -0.92384 -0.60713 -5.05487
C 1.05376 -1.66944 -4.32764
C 1.04491 -2.62420 -5.48453
C 2.38563 -3.28232 -5.78506
C 3.43513 -2.27529 -6.26475
S 5.08543 -2.90815 -5.84435
C 6.05186 -1.39614 -5.84375
S 5.46203 -0.02877 -5.17468
N 7.28634 -1.56566 -6.43839
C 8.01955 -0.35210 -6.79703
C 8.92249 0.13198 -5.68752
O 9.89464 -0.87648 -5.44659
C 9.25282 -2.00861 -4.90151
C 8.14896 -2.58444 -5.79254
C 2.06268 -1.46385 -3.47239
C 1.93258 -0.44005 -2.40207
O 2.89353 0.18431 -2.01091
H 0.83342 -0.60398 3.68091
H 2.02908 -0.68134 4.98976
H 2.39988 -1.40960 3.40502
H 0.89367 1.22732 2.33634
H 2.39579 2.16891 2.21007
H 2.76966 0.98349 0.32449
H 3.22608 -0.32742 1.36470
H 1.55977 -1.43653 0.09205
H 0.57905 -0.80542 1.38142
H -0.71430 0.03224 -0.25050
H 0.47311 1.33589 -0.37021
H -1.47758 -0.16420 -2.47392
H 0.30024 -3.39631 -5.27149
H 0.68541 -2.08179 -6.36318
H 2.23386 -4.02058 -6.57347
H 2.75378 -3.80495 -4.90074
H 3.34899 -1.31466 -5.76350
H 3.38754 -2.11111 -7.33970
H 8.67825 -0.63037 -7.62632
H 7.34925 0.41746 -7.17070
H 8.36141 0.31723 -4.76621
H 9.42825 1.05774 -5.95828
H 8.87970 -1.78468 -3.89475
H 10.02003 -2.77655 -4.79498
H 7.52478 -3.22494 -5.16854
H 8.57783 -3.22647 -6.56434
H 3.01465 -1.98116 -3.51477
C -3.20460 -2.93305 4.27221
C -2.39519 -4.17468 3.96543
O -2.63542 -4.65300 2.62974
C -1.99984 -3.99485 1.66654
O -1.22972 -3.08027 1.81512
O -2.36065 -4.51800 0.49260
C -1.78932 -3.84741 -0.63131
H -4.26346 -3.11497 4.08577
H -3.07916 -2.64983 5.31697
H -2.88989 -2.09654 3.64926
H -2.69407 -4.99726 4.61182
H -1.32831 -4.00410 4.10517
H -0.70650 -3.78628 -0.54256
H -2.20888 -2.84516 -0.71258
H -2.05291 -4.42569 -1.51186
C -4.27244 5.24656 1.79963
C -4.83468 4.19535 2.73080
O -3.96109 3.05832 2.84258
C -2.91157 3.21679 3.64623
O -2.64912 4.19861 4.29113
O -2.21713 2.08218 3.63985
C -1.02042 2.09857 4.42515
H -4.04297 4.80866 0.82763
H -4.99744 6.04817 1.66015
H -3.35672 5.67650 2.20307
H -5.76587 3.79075 2.33992
H -5.03284 4.60193 3.72222
H -1.21805 2.43458 5.44126
H -0.27403 2.73827 3.95742
H -0.65912 1.07489 4.44572
C -7.44785 -2.29010 3.12958
C -7.76794 -2.18011 4.60451
O -6.67355 -1.62058 5.34792
C -6.54911 -0.29630 5.26576
O -7.27672 0.44878 4.66251
O -5.48132 0.06337 5.97494
C -5.18657 1.46222 5.92801
H -6.52308 -2.84927 2.98198
H -8.25498 -2.80460 2.60822
H -7.32234 -1.30437 2.68394
H -7.92341 -3.16601 5.03842
H -8.66665 -1.58876 4.77584
H -6.05442 2.05615 6.20665
H -4.85119 1.73351 4.92806
H -4.38458 1.63108 6.64214
C 0.33554 1.65873 11.30312
C 0.35845 1.23620 9.85062
O -0.85425 1.59759 9.16946
C -0.94175 2.87623 8.80531
O -0.10087 3.72060 8.96664
O -2.12167 3.05602 8.21162
C -2.37754 4.40169 7.79127
H -0.54896 1.25951 11.80064
H 1.22328 1.28728 11.81484
H 0.31507 2.74383 11.39263
H 0.41110 0.15241 9.76697
H 1.21314 1.65928 9.32387
H -1.56891 4.77568 7.16877
H -2.51865 5.05027 8.65435
H -3.29133 4.36446 7.20619
C -0.79781 2.11485 -7.19350
C -0.04840 0.86881 -7.60921
O -0.29136 0.53822 -8.99117
C 0.38409 1.25740 -9.88034
O 1.18932 2.11982 -9.64212
O 0.02848 0.84881 -11.10134
C 0.64697 1.57170 -12.16754
H -1.86155 2.00405 -7.40685
H -0.67130 2.28540 -6.12459
H -0.43319 2.99043 -7.73003
H -0.39949 0.01614 -7.03786
H 1.02443 0.97543 -7.44035
H 1.72859 1.58225 -12.05410
H 0.27061 2.59291 -12.20107
H 0.37551 1.05015 -13.08051
*
```